Entry 1:
Formula: C23H21N11ORuS3
Source: OMol25
Level of theory: ωB97M-V/def2-TZVPD

Properties
* charge: +1
* E: -77714.0311 eV
* 2S+1: 2
* Kohn-Sham gap (spin up / spin down): 5.1821 / 6.8831 eV
* HOMO level (spin up / spin down): -0.3015 / -0.3648 Ha
* LUMO level (spin up / spin down): -3.02 / -3.04 eV

Positions of all 60 atoms, in Å:
1 N 3.3990 3.1235 -2.7272
2 N 5.6650 3.1370 -2.3075
3 C -1.7031 4.3397 3.3062
4 H 3.8899 -1.8675 3.0693
5 H -0.7289 -2.4817 -1.9987
6 S -3.4762 5.5532 4.2657
7 H 2.7624 2.1938 1.5266
8 H -0.5228 2.8826 -1.3278
9 H 5.8184 3.8449 -3.0008
10 C -0.4114 2.6763 2.0956
11 C -3.9171 0.5504 1.1632
12 H -1.6582 -1.0498 -4.0069
13 H 1.6190 -2.8421 4.3863
14 N 4.3915 1.5566 -1.2779
15 N 0.0087 -1.4074 -0.3327
16 C 1.8809 2.7026 1.8958
17 H 2.4886 2.7174 -2.5899
18 H -2.4983 -0.8072 0.2428
19 N 0.1775 -2.5255 0.3480
20 N 0.7173 2.1403 1.5958
21 C -0.8217 -0.2873 -2.1735
22 H 2.9357 4.2989 2.8658
23 H -2.1411 1.1957 -4.9244
24 C 0.8112 4.4635 3.1102
25 N 2.1516 0.6734 -0.7219
26 H 1.4412 -4.5971 4.5089
27 C 3.7352 -1.8393 1.9890
28 C -0.7833 2.0408 -1.9587
29 C 0.6641 -2.4187 1.5570
30 C -1.3610 2.2276 -3.1895
31 N -1.8917 5.4393 4.0188
32 N -0.5143 0.8292 -1.4436
33 Ru 0.3401 0.4473 0.3387
34 C 3.1846 1.1102 -0.9965
35 H -4.7804 -0.0250 0.8591
36 H -5.0167 2.0770 2.2057
37 H 0.8281 5.3821 3.6824
38 C -0.5171 -1.5168 -1.5620
39 H -1.5602 3.2262 -3.5507
40 S 0.4344 -3.8772 2.5405
41 S 1.2707 -0.9311 2.2397
42 H 6.4562 2.7080 -1.8608
43 H 4.6705 -1.6007 1.4877
44 C 1.6804 -3.7769 3.8332
45 N -3.9818 4.2378 3.4939
46 C -2.8898 2.4075 2.2411
47 H 3.4808 3.9183 -3.3341
48 O 2.8240 -0.7974 1.6236
49 C -1.6639 1.9213 1.8248
50 C -2.6431 0.1076 0.8018
51 C 4.4602 2.5893 -2.0939
52 C -1.6856 1.0885 -3.9485
53 C -1.4212 -0.1547 -3.4471
54 N -1.5369 0.7637 1.1325
55 C -0.4136 3.8403 2.8439
56 C -4.0497 1.7011 1.8977
57 H 2.6846 -3.9261 3.4466
58 C -2.9003 3.6495 3.0067
59 H 3.3748 -2.8065 1.6343
60 C 1.9653 3.8728 2.6523

Force components x, y, z for each atom (eV/Å):
0.0 0.0 0.1
0.0 -0.1 0.1
0.3 0.0 -0.1
0.0 0.0 0.0
0.0 0.0 0.0
-0.2 0.2 0.2
0.0 0.1 -0.1
0.0 0.0 0.0
0.0 0.0 0.0
-0.7 -0.8 -0.1
0.1 -0.2 -0.1
0.0 0.0 0.0
0.0 0.0 0.0
-0.4 -0.1 0.2
-0.3 -0.3 -0.6
0.0 0.1 0.1
0.0 0.0 0.0
0.0 0.0 0.0
0.0 0.3 -0.1
-0.2 0.5 -0.8
0.0 -0.1 -0.1
0.0 0.0 0.0
0.0 0.0 0.0
-0.2 0.0 0.0
-0.1 -0.1 0.6
0.0 0.0 0.0
0.0 0.2 0.0
0.0 -0.1 0.1
0.0 -0.6 0.3
0.0 0.0 -0.1
0.0 -0.1 -0.1
-0.2 0.9 -0.7
0.7 -1.6 1.8
0.4 -0.1 -0.2
0.0 0.0 0.0
0.0 0.0 0.0
0.0 0.0 0.0
0.0 0.2 0.0
0.0 0.0 0.0
0.0 0.2 -0.2
0.1 0.9 -0.9
0.0 0.0 0.0
0.0 0.0 0.0
0.0 0.0 0.0
0.1 -0.1 -0.1
-0.5 0.2 0.2
0.0 0.0 0.0
0.1 -0.3 0.3
0.9 0.4 0.0
0.0 -0.1 0.2
0.0 0.1 -0.2
0.0 0.1 0.0
0.0 0.0 0.0
0.0 0.2 0.1
0.0 0.4 0.3
0.1 0.2 0.1
0.0 0.0 0.0
-0.1 -0.3 -0.2
0.0 0.0 0.0
0.1 -0.2 0.0

***

Entry 2:
Formula: C18H21FN4O3
Source: OMol25
Level of theory: ωB97M-V/def2-TZVPD

Properties
* E: -33827.7103 eV
* Kohn-Sham gap: 8.5834 eV
* HOMO level: -0.2941 Ha
* LUMO level: 0.58 eV

Positions of all 47 atoms, in Å:
1 N -1.6590 -0.0051 4.1152
2 H 2.9495 -2.2501 -6.7596
3 C -0.7124 -0.8111 3.6135
4 C 2.2936 0.9274 -5.8138
5 H -0.6728 -3.2973 -1.1774
6 C 1.7073 0.6776 -4.5872
7 C -1.6732 4.1440 5.7489
8 C 0.0831 -2.5195 -1.3013
9 N -0.0970 -1.5099 -0.2739
10 C 0.8389 0.1570 -1.8955
11 H -2.3231 0.4133 3.4707
12 O -2.5651 0.2723 1.5813
13 H -2.1429 -1.8903 -0.2253
14 F 3.2958 0.1070 -7.7880
15 C 1.5558 -0.6283 -4.1113
16 C 2.7275 -0.1334 -6.5833
17 H -0.1312 -1.6902 1.8414
18 H -2.0590 5.1262 5.9285
19 H -3.3782 2.7815 6.2093
20 H -0.1093 0.6938 -2.0657
21 O 0.1820 -1.3376 4.2322
22 H 0.6725 0.3539 0.2525
23 C 0.0196 -1.9378 -2.7169
24 H 1.9430 -2.6958 -4.5662
25 C -2.3637 2.9162 5.8947
26 C -1.4747 1.9359 5.5621
27 C -1.4587 -1.0459 -0.0955
28 H -2.5415 0.1576 6.0029
29 C 2.5939 -1.4384 -6.1449
30 H -1.7746 -0.2576 -0.7929
31 H 1.3531 1.5160 -4.0092
32 H -0.9837 -1.5135 -2.8936
33 H 0.4358 4.4160 5.0956
34 H 0.1826 -2.7266 -3.4485
35 C -0.4209 3.8169 5.3324
36 H 1.8562 -0.8514 -0.2914
37 H -0.7641 -0.0423 5.9578
38 C 2.0170 -1.6779 -4.9156
39 H 1.6610 0.8683 -1.9774
40 H 2.4049 1.9365 -6.1781
41 N -0.8339 -1.0638 2.2255
42 H 1.0704 -2.9644 -1.1459
43 C 0.8619 -0.4355 -0.4773
44 N 1.0310 -0.9082 -2.8556
45 C -1.6851 -0.5239 1.3207
46 C -1.6210 0.4519 5.4900
47 O -0.2915 2.4866 5.2162

Force components x, y, z for each atom (eV/Å):
-0.4 0.3 0.1
0.0 -0.1 -0.1
-0.3 0.0 -0.4
0.2 -0.2 -0.4
0.0 0.0 0.0
-0.2 -0.2 0.2
0.6 0.1 -0.2
-0.1 -0.1 -0.3
-0.1 -0.1 0.0
0.1 -0.1 0.2
0.1 -0.1 0.0
-0.3 0.2 -0.1
0.0 0.1 0.0
0.0 0.0 0.1
0.2 0.2 -0.5
-0.1 0.1 0.1
-0.1 0.1 0.1
0.0 0.2 0.0
-0.2 -0.1 0.1
0.1 0.1 0.0
0.4 -0.2 0.2
0.1 0.0 0.0
0.0 -0.2 0.2
0.0 -0.1 0.1
0.3 -0.6 -0.1
-0.9 0.0 0.3
0.0 0.1 -0.1
0.2 0.1 0.0
0.0 0.2 -0.2
0.0 -0.1 0.1
0.0 0.1 0.1
0.0 -0.1 -0.1
0.2 0.0 -0.1
0.0 0.0 0.0
-0.5 0.8 0.2
0.0 0.1 0.0
-0.2 0.0 0.0
-0.1 0.1 0.1
-0.1 0.0 0.0
0.0 0.1 -0.1
0.3 -0.2 0.2
0.0 -0.1 -0.1
0.1 0.3 -0.2
0.0 -0.1 0.6
0.1 -0.1 -0.1
0.3 0.1 0.0
0.3 -0.5 -0.1

***

Entry 3:
Formula: C37H76NO11S
Source: OMol25
Level of theory: ωB97M-V/def2-TZVPD

Properties
* charge: +1
* E: -74438.5501 eV
* Kohn-Sham gap: 7.2981 eV
* HOMO level: -0.3959 Ha
* LUMO level: -3.48 eV

Positions of all 126 atoms, in Å:
1 H 2.7864 5.0851 -2.3207
2 H 1.7481 8.9655 -2.1931
3 O 5.0550 0.0348 -4.6630
4 H -0.8178 5.7536 5.8615
5 H -0.0762 -1.2908 -3.2599
6 C -3.6347 -5.4210 0.9490
7 C 2.4733 -1.9909 2.8284
8 H 3.5706 -1.3045 -4.1278
9 O -0.7203 -2.6063 3.2952
10 H 3.6409 6.2245 -3.3772
11 H 5.1030 -4.1884 3.1027
12 C -3.7902 -6.3758 -0.2281
13 H -9.8430 -2.7114 1.4790
14 H -1.7243 1.2711 1.6847
15 H 0.5392 7.7570 -1.7221
16 C 0.7183 2.0613 2.7253
17 H 0.7734 -0.2664 0.8786
18 H -1.4023 -4.6648 -1.1734
19 H 0.9492 0.9923 -5.4298
20 C 6.0485 0.3028 -3.6771
21 H 2.6485 3.0521 -3.9577
22 H 1.8489 8.1229 -4.4492
23 C 1.0594 1.9725 -4.9543
24 O -0.1347 -5.0023 2.8703
25 H 1.5623 5.4804 2.8628
26 N 3.8906 -2.4925 2.7647
27 H 2.3702 1.7893 -1.8883
28 H -0.1483 5.5425 2.3958
29 H 6.9313 -1.0281 -2.1835
30 C 4.5846 -1.3084 -4.5444
31 H 1.2119 -4.0390 -0.6187
32 C 0.2136 5.6028 5.5278
33 H 6.4194 -2.3889 -4.1614
34 H 7.0312 0.3616 -4.1554
35 H 1.0517 2.7351 -5.7331
36 H -0.3488 1.5004 -2.1700
37 H 1.7523 5.6929 -4.7916
38 C 1.7687 1.4961 -2.7502
39 C 0.8925 6.9302 5.2145
40 C -7.6711 -2.4720 1.4185
41 S 0.2180 -3.6880 3.3036
42 H -1.0553 1.0646 0.0658
43 H 1.9767 6.8346 5.2964
44 C 0.0694 0.0780 1.6581
45 C 0.8186 -3.8022 4.9529
46 H -1.5159 -3.2248 -3.1594
47 C 1.1706 7.5735 -3.7942
48 H 0.7384 5.0167 6.2831
49 H 2.4227 -1.0688 2.2384
50 H -0.4930 -0.7772 2.0251
51 H 0.7552 -4.5734 -2.2417
52 C 0.5521 5.7215 3.2132
53 C 0.5848 -3.8053 -1.4811
54 H 1.7074 0.4044 -2.7700
55 C 3.1224 -4.8268 2.3978
56 H 5.0969 -2.8459 -3.0811
57 H -0.0656 -4.1715 5.4841
58 O 0.9710 -2.5256 -1.9878
59 H 0.9113 -2.5637 1.4644
60 C 0.4852 7.1431 3.7560
61 H -7.6082 -3.5075 1.0667
62 H 0.6801 5.5012 -3.4015
63 C -0.7977 1.1997 1.1129
64 O 2.2840 -4.0608 1.5546
65 H -0.4512 3.3544 1.4172
66 H 1.1370 7.8269 3.2149
67 H -2.6575 -4.9340 0.9180
68 H -9.2605 -1.1268 2.0014
69 H -4.5243 -7.1588 -0.0115
70 C 5.9825 -0.8598 -2.6918
71 C 1.4306 7.9323 -2.3348
72 C -9.0946 -1.4150 -0.1403
73 H 0.8652 2.4952 0.6106
74 H -7.6586 0.2000 0.1008
75 C -0.1990 -1.7524 -2.2793
76 H -0.5356 7.5247 3.6986
77 H 1.6395 -4.5166 5.0441
78 H -3.7317 -5.9185 1.9130
79 H -2.8549 -6.8561 -0.5211
80 C 2.3065 2.0212 -4.0801
81 O -0.0512 2.1923 -4.0806
82 H 1.7097 2.4909 2.8673
83 C 5.5591 -2.0111 -3.6066
84 H 4.5469 -1.7509 -5.5396
85 C -4.6747 -4.2984 -0.8518
86 C -7.6892 -0.8360 -0.2525
87 H 4.2343 -2.4049 1.8075
88 H 2.2515 -1.7225 3.8630
89 H -1.0392 -3.2775 -0.1381
90 C -0.8962 -3.7012 -1.1387
91 H 0.0873 2.3809 3.5551
92 H -5.6334 -4.0547 -1.3096
93 H -2.3085 -2.2135 -1.9468
94 H 3.6958 -5.4679 1.7266
95 C -4.7383 -4.4009 0.6659
96 H -3.9464 -3.5410 -1.1619
97 H 5.2119 -0.6727 -1.9388
98 H -9.2249 -2.2372 -0.8463
99 H -5.7070 -4.7937 0.9790
100 H -7.2902 -0.8662 -1.2671
101 C 2.6991 6.0372 -2.8497
102 H -0.2915 -0.9559 -1.5358
103 H 0.1490 7.7892 -4.1017
104 H -9.8684 -0.6739 -0.3331
105 H 3.8209 -3.9076 4.2979
106 H -7.2810 -2.4303 2.4365
107 O 0.8370 0.6219 2.7336
108 H -4.5915 -3.4365 1.1497
109 H 0.5692 7.7301 5.8783
110 C -9.0941 -1.9428 1.2958
111 H 1.0842 -2.8114 5.3292
112 H 4.4747 -1.8890 3.3418
113 C 4.0517 -3.9153 3.2294
114 C -1.3763 -2.7149 -2.2052
115 O -4.2503 -5.5798 -1.3208
116 H 2.5229 -5.4643 3.0589
117 C 0.3693 2.1050 -2.7270
118 H 5.8305 1.2694 -3.2196
119 O 0.2098 4.8620 4.3037
120 O -6.8589 -1.6452 0.5842
121 C 1.5447 -3.0604 2.2097
122 C 1.5129 6.0833 -3.8033
123 H 0.3815 3.1106 -2.2868
124 C 0.0953 2.4142 1.3808
125 H 3.1264 1.4315 -4.4847
126 O 2.4818 7.0712 -1.8921

Force components x, y, z for each atom (eV/Å):
0.0 0.0 0.0
0.0 0.0 0.0
0.0 0.1 -0.1
0.0 0.0 0.0
0.0 0.0 0.0
0.0 0.1 0.0
-0.2 0.2 -0.2
0.0 0.0 0.0
-0.2 0.1 0.0
0.0 0.0 0.0
-0.2 0.1 0.1
0.0 0.1 0.0
0.0 0.0 0.0
0.0 0.0 0.0
0.0 0.0 0.0
0.0 0.0 0.0
-0.1 0.0 -0.1
0.0 0.0 0.0
0.0 0.0 0.0
-0.1 0.0 0.1
0.0 0.0 0.0
0.0 0.0 0.0
0.1 0.0 0.0
0.1 -0.2 -0.2
0.0 0.0 0.0
0.0 -0.1 0.0
0.0 0.0 0.0
0.0 0.0 0.0
0.0 0.0 0.0
0.0 0.0 0.0
0.0 0.0 0.0
0.0 0.0 0.0
0.0 0.0 0.0
0.0 0.0 0.0
0.0 0.0 0.0
-0.1 0.0 0.0
0.0 0.0 0.0
-0.1 0.0 0.0
-0.1 0.0 0.0
0.0 0.0 0.0
0.0 0.2 0.1
0.0 0.0 -0.1
0.0 0.0 0.0
0.1 -0.2 -0.3
0.1 0.0 0.3
0.0 0.0 0.0
0.0 0.0 0.1
0.0 0.0 0.0
0.0 -0.1 0.3
-0.1 0.1 0.0
0.0 0.0 -0.1
0.0 0.1 0.0
0.0 -0.1 0.1
0.0 0.0 0.0
-0.1 -0.1 0.2
0.0 0.0 0.0
0.2 0.0 0.1
0.1 0.1 0.1
0.2 -0.2 -0.1
0.0 0.0 0.0
0.0 0.0 0.0
0.0 0.0 0.0
0.1 0.1 0.2
-0.1 0.4 0.1
0.0 0.0 0.0
0.0 0.0 0.0
0.0 0.0 0.0
0.0 0.0 0.0
0.0 0.0 0.0
0.0 0.0 0.0
0.0 0.0 -0.1
0.0 0.0 0.0
0.0 0.0 0.0
0.0 0.0 0.0
0.0 0.0 -0.1
0.0 0.0 0.0
-0.2 0.0 0.0
0.0 0.0 0.0
0.0 0.0 0.0
0.0 0.0 0.0
-0.1 0.0 0.0
0.0 0.0 0.0
0.0 0.0 0.0
0.0 0.0 0.0
0.0 0.0 0.1
0.0 0.0 0.0
-0.1 -0.1 -0.1
0.0 -0.1 -0.1
0.0 0.0 0.0
0.0 0.0 -0.1
0.0 0.0 0.0
0.0 0.0 0.0
0.0 0.0 0.0
0.0 0.1 0.1
0.0 0.0 0.0
0.0 0.0 0.0
0.0 0.0 0.0
0.0 0.0 0.0
0.0 0.0 0.0
0.0 0.0 0.0
0.0 0.0 0.0
0.0 0.1 0.1
0.0 0.0 0.0
0.0 0.0 0.0
0.0 -0.1 -0.2
0.0 0.0 0.0
0.1 0.0 0.1
0.0 0.0 0.0
0.0 0.0 0.0
0.0 0.0 -0.1
-0.1 -0.2 0.0
0.1 0.1 0.0
0.1 0.0 0.1
0.0 0.0 0.1
0.1 0.0 -0.1
0.1 0.0 -0.1
0.1 0.0 0.1
0.0 0.0 0.0
0.0 -0.1 -0.1
0.1 0.0 0.0
0.1 -0.1 -0.2
0.0 0.0 0.0
0.0 0.0 0.0
-0.1 0.0 0.0
0.0 0.0 0.0
0.0 0.0 0.1